No. 1
14
Properties=species:S:1:pos:R:3:forces:R:3 method="wB97M-V/def2-TZVPD" smiles=C[C@@]12CC[C@@H]1O2 e_homo_ev=-9.38 total_charge=0 orbital_gap_ha=0.3842 multiplicity=1 lumo_ev=1.079
C -1.911 -0.197 -0.070 1.85 -0.58 1.14
C -0.429 0.240 0.203 -0.73 -2.30 0.29
C 0.741 -0.680 0.789 -0.38 -0.83 -0.16
C 1.742 -0.005 -0.145 -1.31 2.80 -1.35
C 0.432 1.116 -0.650 3.06 -4.99 3.73
O -0.161 1.555 0.511 -0.39 1.88 1.16
H -1.964 -0.978 -0.838 0.24 -0.43 0.68
H -2.376 0.588 -0.572 -0.91 1.76 -0.48
H -2.475 -0.432 0.872 0.58 0.00 -0.96
H 0.637 -1.738 0.399 -0.18 1.04 0.77
H 1.028 -0.736 1.901 -0.92 0.47 -1.62
H 2.694 0.450 0.182 -0.68 -0.21 0.06
H 1.885 -0.617 -1.021 0.36 -0.13 -0.23
H 0.155 1.434 -1.561 -0.60 1.53 -3.03

---

No. 2
55
Properties=species:S:1:pos:R:3:forces:R:3 method="wB97M-V/def2-TZVPD" e_homo_ev="-8.24 / -11.16" total_charge=+1 orbital_gap_ha="0.1952 / 0.2974" multiplicity=3 lumo_ev="-2.930 / -3.066"
Ti -0.254 0.030 0.232 0.29 0.10 -1.17
Se -7.886 0.025 -0.215 0.38 0.01 0.31
N -6.654 -1.268 -0.053 -0.25 0.15 -0.27
C -5.491 -0.682 -0.024 0.10 -0.05 0.10
C -4.226 -1.416 0.058 -0.05 0.08 -0.04
C -4.189 -2.788 0.114 0.19 -0.09 0.00
C -2.940 -3.435 0.186 -0.13 0.06 -0.01
C -1.806 -2.679 0.196 0.18 0.03 -0.05
N -1.811 -1.324 0.136 -0.09 0.65 0.18
C -3.022 -0.668 0.069 -0.26 -0.36 0.11
C -3.027 0.758 0.051 -0.29 0.29 -0.02
N -1.829 1.417 0.124 -0.08 -0.62 0.00
C -1.819 2.765 0.088 0.15 -0.02 0.01
C -2.955 3.522 0.001 -0.12 -0.06 -0.01
C -4.197 2.870 -0.047 0.16 0.08 -0.01
C -4.235 1.497 -0.024 -0.01 -0.07 0.03
C -5.495 0.756 -0.071 0.10 0.05 0.09
N -6.661 1.332 -0.137 -0.24 -0.18 -0.26
H -5.115 -3.346 0.105 -0.01 0.00 0.00
H -2.870 -4.511 0.240 0.00 -0.01 0.00
H -0.825 -3.138 0.258 -0.02 -0.03 0.01
H -0.840 3.229 0.137 -0.02 0.02 0.00
H -2.884 4.599 -0.020 0.00 0.01 0.00
H -5.124 3.424 -0.104 -0.01 0.01 0.00
C 0.739 0.029 4.444 -0.03 -0.03 0.02
C 1.020 -0.011 2.977 0.24 -0.03 -0.33
O 0.038 -0.006 2.197 -0.13 0.08 0.58
C 2.369 -0.040 2.461 -0.11 0.01 0.14
C 3.461 0.017 3.355 0.10 0.00 -0.02
C 4.754 0.019 2.907 -0.08 0.00 0.03
C 4.992 -0.038 1.528 0.04 0.00 -0.07
C 3.956 -0.102 0.629 0.01 -0.01 0.05
C 2.621 -0.112 1.067 0.03 -0.04 -0.16
O 1.670 -0.195 0.150 -0.02 -0.01 0.20
H -0.335 0.032 4.605 0.01 0.00 -0.01
H 1.178 0.924 4.887 -0.01 0.01 0.00
H 1.184 -0.832 4.944 -0.01 -0.01 0.00
H 3.275 0.066 4.419 -0.03 0.00 0.00
H 5.579 0.067 3.603 0.00 0.00 0.01
H 6.012 -0.032 1.163 0.00 0.00 -0.01
H 4.138 -0.145 -0.437 0.00 0.00 -0.01
O -0.120 0.275 -1.921 -0.14 -0.04 0.54
S 1.060 -0.046 -2.837 0.18 0.06 0.10
C 0.354 -0.009 -4.502 -0.03 -0.05 -0.05
C 0.804 -1.300 -5.177 0.01 0.04 0.00
C 0.618 -2.393 -4.127 0.01 -0.03 0.03
C 1.250 -1.856 -2.843 -0.04 -0.03 -0.02
H 0.667 0.904 -5.002 0.03 -0.01 0.00
H -0.727 0.013 -4.349 0.01 0.00 0.03
H 1.855 -1.232 -5.469 0.00 0.01 0.00
H 0.227 -1.477 -6.083 -0.01 -0.03 0.01
H 1.084 -3.332 -4.423 -0.01 0.00 0.00
H -0.444 -2.586 -3.968 -0.01 0.03 -0.01
H 2.320 -2.057 -2.781 0.01 0.02 -0.05
H 0.784 -2.205 -1.922 0.01 0.00 0.00

---

No. 3
111
Properties=species:S:1:pos:R:3:forces:R:3 method="wB97M-V/def2-TZVPD" e_homo_ev=-5.18 total_charge=-1 orbital_gap_ha=0.2194 multiplicity=1 lumo_ev=0.791
C -3.096 -0.127 3.599 -0.75 -0.87 0.04
P -3.577 -1.123 2.103 0.60 1.16 -1.29
C -5.428 -1.247 2.284 0.91 -0.06 0.28
C -2.823 -2.817 2.231 -2.25 -0.13 0.17
O -1.781 -3.116 1.373 0.40 0.28 0.34
B -1.726 -4.591 1.409 1.19 -1.10 -0.80
O -0.559 -5.025 2.159 -0.43 -0.18 0.53
F -1.582 -5.215 0.107 -0.15 0.56 0.04
O -3.056 -5.028 1.930 -0.43 -0.04 0.12
C -3.858 -3.909 1.814 1.36 0.34 -0.16
S -4.373 -3.696 0.034 -0.83 -0.08 -0.03
H -3.099 -0.704 4.523 0.28 -0.08 0.14
H -3.889 0.607 3.712 0.02 0.32 -0.07
H -2.156 0.379 3.438 0.23 0.01 0.06
H -5.751 -2.008 2.986 -0.30 -0.07 0.09
H -5.839 -1.396 1.295 -0.13 -0.32 -0.08
H -5.735 -0.261 2.616 -0.14 0.11 0.20
H -2.636 -3.072 3.282 0.36 0.14 0.11
H -0.534 -5.990 2.122 0.06 0.30 -0.02
H -4.778 -3.950 2.382 -0.11 -0.26 0.28
H -3.822 -2.528 -0.344 0.18 -0.09 0.42
C 0.742 -8.875 0.055 -0.08 0.11 -0.02
Cl -0.321 -8.717 1.455 0.06 -0.02 -0.03
Cl 1.480 -10.487 0.043 -0.19 -0.18 0.60
Cl -0.200 -8.652 -1.417 -0.12 -0.22 0.20
Cl 2.025 -7.662 0.135 -0.12 -0.04 0.04
C -0.146 2.657 1.178 -0.03 -0.20 -0.03
Cl 0.717 3.168 2.639 -0.04 -0.07 0.01
Cl -1.699 3.502 1.096 0.01 0.05 0.00
Cl 0.822 3.072 -0.245 0.01 0.04 0.01
Cl -0.418 0.923 1.227 0.02 0.07 -0.07
C 2.096 7.355 1.997 0.01 0.02 -0.03
Cl 2.199 9.020 1.412 0.32 -0.14 0.08
Cl 0.691 6.572 1.271 0.00 0.04 0.02
Cl 3.563 6.475 1.554 -0.04 -0.01 0.02
Cl 1.928 7.361 3.758 -0.12 0.32 -0.14
C -0.347 12.162 0.912 -0.02 -0.04 0.07
Cl 0.542 12.599 2.376 0.19 0.00 -0.22
Cl -1.894 13.018 0.873 0.05 0.03 -0.03
Cl 0.609 12.616 -0.507 0.01 0.00 -0.01
Cl -0.631 10.423 0.899 -0.32 0.18 -0.10
C -7.547 -2.628 -2.754 0.14 -0.04 0.10
Cl -8.015 -0.927 -2.909 -0.02 0.01 -0.02
Cl -5.796 -2.752 -2.657 -0.20 0.14 -0.30
Cl -8.269 -3.303 -1.290 0.00 0.02 -0.03
Cl -8.130 -3.526 -4.165 -0.03 0.01 -0.02
C 3.342 -8.940 -3.519 -0.04 -0.03 0.02
Cl 3.778 -9.270 -5.203 0.08 -0.04 0.04
Cl 4.808 -8.604 -2.583 0.08 -0.03 -0.08
Cl 2.283 -7.536 -3.459 0.06 -0.04 -0.10
Cl 2.538 -10.356 -2.818 0.37 0.24 -0.44
C -2.070 10.592 4.959 0.00 0.00 0.01
Cl -1.957 12.254 4.366 -0.23 -0.12 0.23
Cl -3.483 9.809 4.243 0.03 0.01 0.00
Cl -0.614 9.698 4.515 -0.01 0.02 0.01
Cl -2.234 10.606 6.721 -0.01 0.00 -0.01
C 3.903 4.652 6.034 -0.04 -0.02 -0.03
Cl 3.035 4.738 7.571 0.01 0.00 -0.02
Cl 4.794 6.157 5.774 0.01 -0.07 0.03
Cl 5.037 3.298 6.071 0.00 0.03 0.00
Cl 2.751 4.424 4.717 0.19 -0.28 0.21
C 3.275 16.100 2.905 0.00 -0.06 -0.02
Cl 2.876 17.821 2.828 0.01 0.00 0.01
Cl 5.030 15.910 2.973 -0.11 -0.09 0.04
Cl 2.546 15.390 4.351 0.00 0.01 -0.01
Cl 2.647 15.284 1.473 0.04 0.07 -0.02
C 8.740 18.354 2.297 -0.07 -0.09 0.01
Cl 6.990 18.519 2.131 0.11 0.10 -0.02
Cl 9.131 17.854 3.946 0.00 0.02 -0.02
Cl 9.327 17.140 1.157 -0.39 -0.20 0.45
Cl 9.514 19.910 1.957 0.01 -0.01 0.00
C -2.014 -5.847 -3.746 0.02 0.16 0.23
Cl -0.621 -5.730 -2.683 0.03 0.21 -0.21
Cl -2.387 -7.557 -4.054 0.00 -0.03 -0.06
Cl -3.383 -5.078 -2.956 0.05 -0.14 -0.11
Cl -1.665 -5.042 -5.290 -0.02 -0.05 -0.05
C 0.056 -10.331 -6.805 -0.11 0.17 0.10
Cl 0.484 -12.038 -7.015 0.02 -0.01 -0.03
Cl -1.613 -10.063 -7.324 0.20 0.23 -0.02
Cl 0.214 -9.894 -5.106 -0.10 -0.06 -0.19
Cl 1.139 -9.336 -7.786 0.00 -0.02 0.01
C -4.498 -12.908 -7.306 0.08 -0.09 0.04
Cl -4.919 -11.195 -7.453 -0.02 0.00 -0.01
Cl -2.747 -13.081 -7.179 -0.23 -0.25 -0.01
Cl -5.267 -13.572 -5.862 0.29 -0.21 -0.04
Cl -5.079 -13.778 -8.733 -0.01 0.01 0.00
C 8.801 7.375 4.820 -0.02 -0.07 0.01
Cl 9.683 7.880 6.266 -0.01 0.00 -0.01
Cl 7.251 8.221 4.751 0.04 0.09 -0.04
Cl 9.750 7.769 3.383 -0.01 0.00 0.02
Cl 8.515 5.634 4.881 0.00 0.03 0.00
C 12.060 17.814 -2.026 0.01 0.08 0.00
Cl 13.670 18.535 -2.153 -0.02 -0.02 0.00
Cl 11.145 18.618 -0.749 0.41 0.22 -0.46
Cl 11.211 17.994 -3.565 0.02 -0.01 0.02
Cl 12.216 16.096 -1.638 0.00 0.01 0.00
C -8.873 -12.208 -4.143 0.01 0.05 0.01
Cl -8.030 -11.724 -2.670 -0.02 -0.01 -0.03
Cl -10.437 -11.388 -4.226 0.02 -0.03 0.00
Cl -7.897 -11.779 -5.549 -0.30 0.24 0.05
Cl -9.122 -13.960 -4.134 -0.03 0.03 0.03
C 5.928 -6.304 1.832 -0.07 0.03 0.01
Cl 5.490 -4.603 1.668 0.01 -0.04 0.00
Cl 7.685 -6.449 2.010 0.01 -0.01 0.00
Cl 5.134 -6.982 3.255 0.02 0.00 -0.02
Cl 5.407 -7.187 0.394 0.06 0.04 0.04
C -9.435 -18.057 -5.702 0.02 0.02 0.00
Cl -10.453 -17.906 -4.265 0.00 0.00 -0.01
Cl -8.741 -19.682 -5.764 -0.01 0.01 0.00
Cl -10.413 -17.778 -7.147 0.01 -0.01 0.02
Cl -8.139 -16.862 -5.629 0.02 -0.07 -0.05

---

The calculation returns the following M values, one per record and in order: 84.118 572.351 2967.786 g/mol.
The calculation returns the following ΔE to the lowest compared entry with this formula, charge and spin values, one per record and in order: 3.392 0.300 0.497 eV.